# 1
80
Properties=species:S:1:pos:R:3:forces:R:3 method="wB97M-V/def2-TZVPD" gap_ev=7.14 energy_ev=-40292.91700 relative_energy_kcal_mol=0.0 charge=+1 fmax_ev_per_a=4.664
O 4.313 1.263 -4.264 2.733 -0.598 -1.723
C 5.617 0.525 -4.063 -0.392 -0.632 0.860
C 6.246 0.969 -5.363 0.151 -0.117 0.428
H 5.437 -0.573 -4.032 0.160 0.828 0.081
H 6.124 0.862 -3.152 -0.245 -0.150 -0.093
C 4.883 1.602 -5.601 -0.896 1.047 -1.337
H 6.503 0.123 -6.021 -0.098 0.560 0.147
H 7.105 1.635 -5.239 -0.300 -0.013 -0.137
C 4.177 0.819 -6.733 -0.064 0.227 0.301
H 4.283 -0.268 -6.535 -0.264 0.547 0.015
H 4.704 0.990 -7.689 -0.308 0.152 0.378
H 3.107 1.088 -6.829 0.553 -0.150 0.006
C 4.837 3.137 -5.678 -0.243 -0.418 -0.044
H 5.282 3.548 -4.758 -0.173 -0.167 -0.335
H 3.777 3.456 -5.729 0.596 -0.047 -0.048
H 5.400 3.532 -6.530 -0.225 -0.118 0.021
Zr 0.192 0.037 -0.197 -3.160 -3.364 0.668
C -0.143 1.921 1.357 1.115 0.159 0.225
C 0.697 0.996 2.042 0.962 1.010 -0.164
C 1.889 0.810 1.270 -0.109 0.916 0.445
H 0.545 0.622 3.057 -0.225 -0.274 -0.737
C 1.799 1.678 0.119 0.067 1.226 0.893
C 0.543 2.367 0.183 1.352 -0.024 0.629
H 0.207 3.139 -0.497 -0.013 -0.227 0.011
H -1.084 2.320 1.731 0.304 -0.259 -0.258
H 2.778 0.266 1.603 -0.503 0.072 -0.318
H 2.612 1.878 -0.576 -0.435 -0.105 0.107
C -2.579 -0.120 -0.509 0.088 0.371 -1.068
C -1.946 1.138 -0.738 -0.700 -0.574 -1.030
C -1.112 1.003 -1.905 -0.118 -0.120 -0.312
H -2.273 2.069 -0.281 0.304 -0.251 -0.081
C -1.144 -0.380 -2.295 -0.825 0.406 -0.125
C -2.099 -1.049 -1.470 0.163 0.630 -0.080
H -2.503 -2.049 -1.663 0.525 0.381 0.448
H -3.426 -0.262 0.163 0.722 -0.222 0.058
H -0.698 1.824 -2.498 -0.004 -0.390 0.361
H -0.692 -0.806 -3.192 -0.045 0.187 0.391
O 2.017 -1.733 -1.460 0.017 1.322 0.337
C 2.169 -0.548 -2.274 0.615 -0.457 -0.131
C 3.629 -0.174 -2.147 -0.120 0.494 -0.757
H 1.525 0.369 -2.044 0.259 -0.961 0.137
H 1.901 -0.841 -3.308 0.063 0.334 0.431
C 4.396 -1.435 -1.801 -0.757 -0.037 -0.432
H 3.850 0.663 -1.476 -0.178 -0.264 -0.053
H 3.832 0.125 -3.153 0.193 0.316 0.386
C 3.355 -2.139 -0.964 -0.287 -0.271 0.920
H 5.312 -1.202 -1.271 0.053 -0.127 0.271
H 4.681 -1.972 -2.717 -0.289 -0.113 0.364
H 3.432 -1.765 0.079 -0.076 -0.485 -0.430
H 3.388 -3.237 -0.992 -0.126 0.487 0.075
C -1.301 -4.809 -0.324 -0.122 -0.010 -0.112
C -0.460 -4.156 0.778 -0.007 -0.444 0.535
C 0.745 -3.419 0.234 -0.028 -0.251 -0.159
C -1.363 -3.385 1.738 0.035 0.577 -0.361
C -2.230 -4.173 2.486 0.061 -0.079 0.202
C -3.105 -3.632 3.408 -0.128 0.366 0.192
C -3.157 -2.245 3.551 0.011 -0.353 -0.099
C -2.359 -1.405 2.785 0.279 0.142 -0.155
C -2.492 0.107 2.986 0.218 -0.310 -0.069
C -3.934 0.581 2.827 -0.071 -0.032 -0.178
C -1.961 0.495 4.373 0.067 -0.057 -0.188
C -1.426 -1.973 1.879 -0.773 -0.683 0.395
O -0.651 -1.174 1.133 1.110 0.230 -0.470
H -1.777 -4.052 -0.964 0.182 -0.120 0.122
H -2.108 -5.402 0.121 0.157 0.059 -0.171
H -0.699 -5.472 -0.956 -0.052 0.140 0.096
H -0.044 -4.982 1.383 -0.243 0.188 -0.094
H 0.510 -2.903 -0.701 -0.150 -0.030 0.465
H 1.153 -2.734 0.989 0.040 -0.148 -0.329
H 1.527 -4.137 -0.038 -0.112 0.021 0.091
H -2.183 -5.252 2.335 -0.036 0.234 0.176
H -3.731 -4.276 4.019 0.054 0.129 -0.131
H -3.831 -1.788 4.270 0.009 -0.203 -0.062
H -1.895 0.598 2.215 -0.121 -0.224 0.200
H -4.550 0.132 3.610 -0.117 0.214 -0.102
H -4.004 1.677 2.892 -0.015 -0.282 0.079
H -4.343 0.267 1.858 -0.045 0.102 0.278
H -0.937 0.134 4.503 -0.090 -0.007 0.119
H -1.963 1.581 4.517 -0.103 -0.137 0.061
H -2.583 0.016 5.139 0.174 0.230 -0.037

***

# 2
84
Properties=species:S:1:pos:R:3:forces:R:3 method="wB97M-V/def2-TZVPD" smiles="COCCCCCCCCCCc1cccc2c1C(=O)c1ccccc1C2=O.CCOP(=O)(OCC)OCC" gap_ev=7.04 energy_ev=-56485.81636 fmax_ev_per_a=9.543
C 0.863 -1.843 3.181 0.020 -0.922 0.303
O 0.519 -2.100 1.796 -0.381 1.552 1.062
C -0.255 -0.976 1.241 0.370 -0.486 -0.979
C 0.671 -0.320 0.103 0.389 0.496 0.958
C 0.169 1.110 -0.428 -0.264 -0.126 0.728
C -1.001 1.056 -1.529 0.855 0.750 -0.396
C -0.877 -0.142 -2.594 -1.187 0.178 -0.162
C -1.964 -1.301 -2.298 -0.277 -0.051 -1.186
C -1.547 -2.743 -2.929 0.838 0.560 0.538
C -1.171 -3.828 -1.767 1.137 0.048 -1.107
C -1.918 -5.231 -1.914 -0.036 -0.015 -0.662
C -3.329 -5.367 -1.167 -0.662 -0.844 0.526
C -3.484 -4.520 0.173 -0.236 0.880 1.869
C -2.898 -5.151 1.489 -1.350 3.164 1.081
C -2.977 -4.424 2.885 -1.648 1.734 -4.321
C -3.675 -3.027 2.879 0.356 -1.804 -2.447
C -4.293 -2.408 1.575 1.445 -2.137 0.628
C -4.213 -3.149 0.180 1.122 -0.707 3.345
C -4.869 -2.440 -1.074 -0.147 0.162 -2.877
O -4.711 -2.807 -2.282 -0.350 0.681 4.620
C -5.777 -1.116 -0.889 -1.046 1.352 0.613
C -6.611 -0.607 -2.117 -0.502 2.438 3.269
C -7.484 0.684 -1.940 2.339 -1.407 3.300
C -7.456 1.416 -0.573 1.954 -2.881 -0.033
C -6.624 0.892 0.631 0.040 -1.747 -3.110
C -5.783 -0.407 0.490 -1.775 1.131 -2.694
C -4.961 -0.977 1.733 -0.506 1.440 0.623
O -4.910 -0.257 2.766 0.132 -2.813 -3.115
H 1.379 -2.802 3.576 -1.010 1.524 -0.601
H 1.618 -0.996 3.332 -1.154 -0.860 -0.390
H -0.120 -1.645 3.747 1.635 -0.221 -0.482
H -0.550 -0.226 2.062 0.449 -1.056 -1.259
H -1.198 -1.465 0.787 1.290 0.994 0.733
H 0.853 -1.101 -0.709 -0.388 1.130 0.983
H 1.703 -0.136 0.600 -1.646 -0.375 -0.713
H -0.265 1.667 0.492 0.771 -0.800 -1.405
H 1.085 1.741 -0.745 -1.518 -1.152 0.186
H -2.016 1.079 -0.988 1.425 -0.310 -0.995
H -0.920 2.039 -2.136 -0.298 -1.461 1.103
H -1.159 0.313 -3.620 0.633 -0.875 1.512
H 0.171 -0.585 -2.689 -1.325 0.755 0.328
H -2.191 -1.368 -1.172 0.347 0.010 -1.710
H -2.922 -0.984 -2.863 1.344 -0.379 1.282
H -2.309 -3.149 -3.674 0.794 0.577 1.275
H -0.588 -2.531 -3.546 -1.523 -0.504 0.925
H -1.245 -3.327 -0.746 -0.141 -0.921 -1.250
H -0.042 -4.041 -1.928 -1.793 0.235 0.465
H -1.242 -6.125 -1.623 -1.005 1.641 -0.186
H -2.126 -5.382 -3.044 0.348 0.207 1.810
H -4.215 -5.193 -1.890 1.581 0.141 1.330
H -3.433 -6.479 -0.855 0.163 1.783 -0.402
H -2.381 -6.179 1.485 -0.980 1.817 -0.355
H -2.528 -4.902 3.834 -0.896 0.985 -1.797
H -3.726 -2.457 3.873 -0.085 -0.773 -1.892
H -6.627 -1.118 -3.134 0.283 0.552 1.807
H -8.150 1.115 -2.760 1.215 -0.881 1.194
H -8.062 2.365 -0.420 0.894 -1.467 -0.302
H -6.623 1.452 1.621 -0.003 -0.914 -1.558
O 3.635 3.090 0.423 -0.683 0.753 -4.532
P 4.871 3.851 -0.085 3.988 0.169 8.668
O 5.948 2.759 0.538 -0.149 -0.429 -0.777
C 6.054 1.488 -0.084 0.153 -0.381 -0.022
C 6.714 1.587 -1.446 0.011 0.024 -0.115
O 4.848 4.940 1.169 -0.321 0.522 -1.178
C 3.601 5.488 1.597 -0.228 -0.134 0.421
C 3.192 4.856 2.913 -0.025 -0.088 0.224
O 6.220 4.692 -0.721 -2.770 -0.945 -2.748
C 7.185 5.402 0.050 0.701 0.841 0.305
C 8.167 4.516 0.793 -0.302 -0.376 0.322
H 5.066 1.022 -0.163 0.026 0.038 0.042
H 6.662 0.858 0.571 -0.074 0.153 0.071
H 6.099 2.175 -2.135 0.014 -0.062 -0.032
H 6.859 0.594 -1.877 -0.050 0.056 0.013
H 7.683 2.085 -1.375 -0.056 -0.053 0.018
H 2.831 5.356 0.833 0.069 -0.099 0.135
H 3.737 6.565 1.733 0.143 -0.044 -0.065
H 3.222 3.765 2.867 -0.090 0.120 -0.205
H 2.181 5.162 3.196 0.075 0.021 -0.002
H 3.881 5.153 3.708 -0.057 0.065 -0.058
H 6.722 6.128 0.719 -0.149 -0.261 -0.021
H 7.755 5.994 -0.673 -0.239 -0.180 -0.252
H 7.699 4.043 1.657 0.048 -0.007 -0.090
H 9.009 5.107 1.161 -0.072 0.146 -0.152
H 8.554 3.725 0.145 -0.003 0.124 0.020